# C8H5O2

C8H5O2 as an isolated structure at a distorted geometry (ωB97M-V with the def2-TZVPD basis set, the Open Molecules 2025 dataset).

Geometry as XYZ:
```
15
Properties=species:S:1:pos:R:3:forces:R:3
C -1.506450 -0.945075 1.125937 2.95 0.95 0.05
C -1.535840 0.359303 0.599109 3.20 -1.47 0.81
C 1.024958 0.929711 -1.618510 1.13 -0.44 -1.18
C -0.201509 -1.332795 1.250623 1.16 -2.83 0.24
C -0.244614 0.756194 0.354358 0.17 0.95 0.27
C 1.342743 -0.315648 -1.199316 0.63 -4.32 0.47
C 0.214610 1.672290 -0.713725 -0.48 0.63 -1.28
C 0.643565 -0.324258 0.699649 2.30 -0.48 0.45
O 1.826159 -1.414490 -1.499082 -0.93 3.01 0.37
O -0.143053 2.810533 -1.012200 -0.55 0.38 0.93
H -2.249790 -1.548645 1.408758 -3.17 -1.89 0.97
H -2.374452 0.823788 0.371494 -3.62 2.34 -1.35
H 1.304784 1.215331 -2.664591 -0.21 0.08 1.25
H 0.225235 -2.347471 1.685489 -1.14 2.26 -0.88
H 1.673655 -0.338767 1.212007 -1.43 0.83 -1.12
```
Forces are in eV/Å.

Results
total charge = -1
E = -12470.62725 eV
LUMO level = 4.1 eV
frontier orbital gap = 7.99 eV
ΔE to the lowest compared entry with this formula, charge and spin = 0.0 kJ/mol

These are the natural (NBO) partial charges, in e, on atoms 1 to 2: -0.295, -0.263